{"formula": "C6BF9O6", "method": "ωB97M-V/def2-TZVPD", "species": ["O", "C", "O", "B", "O", "C", "O", "C", "F", "F", "F", "O", "C", "O", "C", "F", "F", "F", "C", "F", "F", "F"], "positions_angstrom": [[0.3501, -2.0468, -2.1072], [-0.4644, -1.1578, -2.0883], [-0.5753, -0.1729, -1.1520], [0.1650, 0.1213, 0.0389], [1.4201, -0.3935, 0.1322], [2.4032, -0.1985, 1.0586], [2.3890, 0.6615, 1.9342], [3.6065, -1.1491, 1.0788], [3.5764, -1.9835, 2.1061], [4.7343, -0.3899, 1.1392], [3.5878, -1.8547, -0.0256], [-0.5683, 0.8609, 0.9898], [-1.8858, 1.1193, 1.1531], [-2.7530, 0.5108, 0.6287], [-2.3050, 2.2555, 2.1321], [-2.9221, 1.8462, 3.2110], [-1.2766, 3.0187, 2.4059], [-3.1592, 2.9079, 1.2972], [-1.4116, -0.9911, -3.2376], [-2.6328, -0.7046, -2.7742], [-1.3900, -2.1606, -3.8711], [-0.8883, -0.0991, -4.0495]], "forces_ev_per_a": [[-1.0, 1.2, 0.6], [2.7, -0.7, 1.5], [0.4, 0.1, 0.6], [-2.8, -0.2, -1.0], [1.2, -0.1, 0.6], [-0.8, 2.9, 3.4], [-0.4, -1.9, -2.5], [0.2, 0.6, -0.7], [0.0, 0.3, 0.3], [-0.9, -0.8, 0.0], [0.6, -0.6, -0.8], [1.9, 0.1, 0.1], [-0.2, -1.4, 0.1], [-0.2, -0.4, -0.3], [0.5, -0.5, -2.8], [-0.1, 0.0, 0.2], [0.2, 0.7, 0.7], [-0.1, 0.7, 1.2], [0.2, -1.3, 0.8], [0.2, 0.3, -1.0], [-1.0, 0.0, -0.5], [-0.6, 1.2, -0.6]], "lowdin_charge": [0.21, -0.32, 0.23, -0.50, 0.29, -0.25, 0.19, -0.56, 0.20, 0.16, 0.20, 0.26, -0.32, 0.22, -0.56, 0.22, 0.20, 0.15, -0.59, 0.19, 0.18, 0.21], "homo_lumo_gap_ev": 11.10, "total_charge": 0, "max_force_ev_per_a": 4.57, "homo_ev": -11.80, "smiles": "O=C(OB(OC(=O)C(F)(F)F)OC(=O)C(F)(F)F)C(F)(F)F", "e_above_lowest_kcal_mol": 11.08, "lumo_ev": -0.7}


{"formula": "C6H10", "method": "ωB97M-V/def2-TZVPD", "species": ["C", "C", "C", "C", "C", "C", "H", "H", "H", "H", "H", "H", "H", "H", "H", "H"], "positions_angstrom": [[0.8621, 1.2705, 1.7698], [0.7351, 0.1517, 0.7425], [-0.7186, -0.1596, 0.3771], [-0.8399, -1.2261, -0.7010], [-0.5712, -0.9086, -2.0281], [-0.0855, -0.2129, -2.9903], [0.4275, 2.2023, 1.3911], [1.9116, 1.4628, 2.0127], [0.3449, 1.0167, 2.7026], [1.2627, 0.4208, -0.1810], [1.2086, -0.7618, 1.1231], [-1.2728, -0.4708, 1.2751], [-1.1976, 0.7617, 0.0059], [0.1585, -1.8146, -1.6020], [-1.1531, -2.2233, -0.4040], [-0.7255, 0.3993, -3.6180]], "forces_ev_per_a": [[0.0, 0.1, 0.0], [0.1, 0.0, 0.0], [0.1, -0.1, -0.1], [0.4, -0.3, -0.2], [-0.4, 0.7, -0.4], [-0.4, -0.3, 0.2], [0.1, -0.1, 0.0], [-0.1, 0.0, 0.0], [0.1, 0.0, -0.1], [0.0, 0.0, 0.1], [0.0, 0.1, 0.0], [0.1, -0.1, -0.2], [0.1, -0.3, 0.0], [0.1, 0.1, 1.1], [-0.2, 0.1, -0.3], [0.1, 0.0, -0.1]], "lowdin_charge": [-0.12, -0.27, -0.21, -0.13, -0.31, 0.06, 0.07, 0.07, 0.07, 0.11, 0.11, 0.12, 0.12, 0.19, 0.11, 0.01], "homo_lumo_gap_ev": 8.74, "total_charge": 0, "max_force_ev_per_a": 1.11, "homo_ev": -8.04, "e_above_lowest_kcal_mol": 112.54, "lumo_ev": 0.7}


{"formula": "C6H10", "method": "ωB97M-V/def2-TZVPD", "species": ["C", "C", "C", "C", "C", "C", "H", "H", "H", "H", "H", "H", "H", "H", "H", "H"], "positions_angstrom": [[-2.1886, -0.1321, -0.9316], [-1.4134, 0.5612, -0.0993], [-0.0010, 0.2279, 0.0444], [0.7735, -0.8649, -0.0240], [2.0585, -0.0674, -0.0255], [1.1460, 1.1913, -0.0964], [-3.1717, 0.2229, -1.2159], [-1.7882, -1.0328, -1.4029], [-1.7728, 1.4759, 0.3809], [0.5778, -1.9348, -0.0932], [2.7136, -0.1994, -0.8874], [2.6463, -0.1390, 0.8981], [1.1173, 1.6639, -1.0891], [1.2698, 1.9573, 0.6733], [-1.3138, -1.2979, 1.9156], [-0.6533, -1.6321, 1.9528]], "forces_ev_per_a": [[0.1, 0.1, 0.0], [-0.1, -0.2, -0.2], [-0.1, 0.0, -0.5], [-0.1, 0.1, 0.1], [0.3, 0.0, -0.1], [0.1, 0.2, 0.1], [-0.1, -0.3, 0.2], [-0.2, 0.3, 0.0], [0.1, -0.2, -0.2], [0.0, 0.3, 0.1], [0.1, -0.1, 0.0], [-0.1, 0.0, -0.2], [0.2, 0.0, 0.3], [0.1, -0.1, 0.0], [-0.1, -0.1, 0.1], [-0.1, 0.0, 0.2]], "lowdin_charge": [0.02, -0.16, -0.32, -0.08, -0.16, -0.14, 0.05, 0.07, 0.11, 0.10, 0.10, 0.10, 0.12, 0.10, 0.05, 0.04], "homo_lumo_gap_ev": 9.82, "total_charge": 0, "max_force_ev_per_a": 0.47, "homo_ev": -8.70, "smiles": "C=CC1=CCC1.[H][H]", "e_above_lowest_kcal_mol": 67.84, "lumo_ev": 1.1}


{"formula": "C6H10", "method": "ωB97M-V/def2-TZVPD", "species": ["C", "C", "C", "C", "C", "C", "H", "H", "H", "H", "H", "H", "H", "H", "H", "H"], "positions_angstrom": [[-1.4220, -0.1882, -0.2330], [-0.9877, 0.9306, 0.3500], [0.4083, 1.2613, -0.0651], [1.4717, 0.2525, 0.2937], [0.7996, 0.1723, -1.0433], [-0.3968, -0.7687, -1.1846], [-2.3860, -0.6565, -0.0500], [-1.5555, 1.5279, 1.0580], [0.7047, 2.2972, -0.2041], [2.4985, 0.6083, 0.3077], [1.2435, -0.5052, 1.0379], [1.3856, 0.4112, -1.9259], [-0.7779, -0.7810, -2.2138], [-0.1441, -1.8066, -0.9264], [-0.1941, -1.5300, 2.6517], [-0.6480, -1.2251, 2.1470]], "forces_ev_per_a": [[0.0, 0.2, 0.1], [-0.1, -0.2, -0.1], [-0.1, 0.2, 0.0], [0.1, -0.1, 0.1], [0.0, 0.0, -0.2], [0.0, 0.0, 0.0], [0.2, 0.1, 0.0], [0.1, -0.1, -0.1], [-0.1, -0.2, 0.0], [-0.2, -0.1, 0.0], [0.0, 0.2, -0.1], [-0.1, 0.0, 0.2], [0.1, 0.0, 0.1], [0.0, 0.2, 0.0], [-0.1, 0.0, 0.0], [0.0, 0.0, 0.1]], "lowdin_charge": [-0.12, -0.09, -0.23, -0.09, -0.24, -0.15, 0.10, 0.10, 0.13, 0.10, 0.07, 0.13, 0.11, 0.11, 0.05, 0.02], "homo_lumo_gap_ev": 10.13, "total_charge": 0, "max_force_ev_per_a": 0.22, "homo_ev": -8.83, "smiles": "C1=C[C@H]2C[C@H]2C1.[H][H]", "e_above_lowest_kcal_mol": 44.19, "lumo_ev": 1.3}


{"formula": "C6H10", "method": "ωB97M-V/def2-TZVPD", "species": ["C", "C", "C", "C", "C", "C", "H", "H", "H", "H", "H", "H", "H", "H", "H", "H"], "positions_angstrom": [[0.1074, 1.5510, -0.0079], [1.1959, 0.8823, -0.3923], [1.2604, -0.6181, -0.5527], [-0.0868, -1.3100, -0.2907], [-0.8858, -0.5856, 0.7928], [-1.1730, 0.8661, 0.3836], [0.0902, 2.6397, -0.0290], [2.0945, 1.4388, -0.6578], [2.0421, -1.0388, 0.0974], [1.5829, -0.8275, -1.5827], [-0.6831, -1.3121, -1.2108], [0.0778, -2.3605, -0.0181], [-0.2879, -0.5673, 1.7146], [-1.8043, -1.1310, 1.0364], [-1.6793, 1.3981, 1.2015], [-1.8509, 0.9750, -0.4843]], "forces_ev_per_a": [[0.2, -0.1, -0.1], [-0.2, 0.2, 0.0], [0.0, 0.0, 0.0], [-0.1, 0.0, 0.0], [-0.1, 0.0, 0.0], [-0.1, 0.0, -0.1], [0.2, -0.1, 0.1], [-0.1, -0.1, 0.0], [-0.1, 0.1, -0.1], [0.0, 0.0, 0.2], [0.1, 0.0, 0.0], [0.0, 0.2, -0.1], [-0.1, 0.1, -0.1], [0.1, 0.1, -0.1], [0.2, 0.0, -0.1], [0.0, -0.5, 0.3]], "lowdin_charge": [-0.12, -0.12, -0.20, -0.21, -0.21, -0.21, 0.10, 0.10, 0.11, 0.11, 0.11, 0.11, 0.12, 0.11, 0.11, 0.12], "homo_lumo_gap_ev": 10.27, "total_charge": 0, "max_force_ev_per_a": 0.55, "homo_ev": -9.07, "smiles": "C1=CCCCC1", "e_above_lowest_kcal_mol": 0.68, "lumo_ev": 1.2}


{"formula": "C6H10", "method": "ωB97M-V/def2-TZVPD", "species": ["C", "C", "C", "C", "C", "C", "H", "H", "H", "H", "H", "H", "H", "H", "H", "H"], "positions_angstrom": [[1.5687, -0.3190, 0.6904], [0.5661, -0.9625, -0.2173], [-1.0159, -0.7518, -0.1560], [-1.3570, 0.7019, 0.1415], [-0.4081, 1.1226, -1.0199], [-0.1411, -0.3570, -1.3375], [1.9489, -1.0328, 1.4328], [1.1430, 0.5365, 1.2219], [2.4117, 0.0303, 0.0909], [0.7533, -2.0287, -0.4032], [-1.0212, -1.6044, 0.4844], [-2.3904, 1.0293, -0.0544], [-1.1070, 1.0124, 1.1588], [0.4797, 1.6910, -0.7163], [-0.8948, 1.6629, -1.8320], [-0.0814, -0.7742, -2.3332]], "forces_ev_per_a": [[0.2, 0.2, -0.1], [0.3, 0.3, -0.1], [1.2, 0.3, 0.8], [0.2, 0.0, 0.3], [0.0, 0.1, -0.2], [0.3, 0.0, -0.5], [-0.2, 0.2, -0.2], [0.1, -0.1, 0.0], [0.2, 0.1, 0.2], [-0.1, 0.3, 0.2], [-2.2, -1.1, -0.3], [0.3, -0.5, 0.0], [0.1, 0.3, -0.1], [-0.1, -0.2, -0.1], [-0.1, -0.1, 0.1], [-0.2, 0.0, -0.1]], "lowdin_charge": [-0.07, -0.30, -0.15, -0.15, -0.13, -0.21, 0.08, 0.07, 0.08, 0.14, 0.11, 0.10, 0.09, 0.10, 0.10, 0.12], "homo_lumo_gap_ev": 9.72, "total_charge": 0, "max_force_ev_per_a": 2.46, "homo_ev": -8.55, "smiles": "C[C@H]1[C@H]2CC[C@@H]12", "e_above_lowest_kcal_mol": 59.49, "lumo_ev": 1.2}


{"formula": "C6H10", "method": "ωB97M-V/def2-TZVPD", "species": ["C", "C", "C", "C", "C", "C", "H", "H", "H", "H", "H", "H", "H", "H", "H", "H"], "positions_angstrom": [[-2.3599, -0.4440, -0.2411], [-0.8715, -0.4933, 0.2758], [-0.3228, -1.5952, 1.0699], [2.2176, 1.5429, -0.8571], [1.3909, 0.4433, -0.2123], [-0.0799, 0.5589, 0.0095], [-2.9266, -0.5311, 0.7352], [-2.4080, 0.5779, -0.7111], [-2.5615, -1.2564, -0.8706], [0.5864, -1.5862, 1.7112], [-0.9637, -2.5070, 1.0692], [1.8587, 0.9618, 0.5866], [2.8902, 2.0438, -0.1614], [2.6535, 1.3008, -1.7868], [1.4091, -0.5439, -0.3370], [-0.3844, 1.4650, -0.5037]], "forces_ev_per_a": [[2.0, 1.9, 3.0], [-0.1, -3.9, 2.9], [-1.9, 1.3, -2.0], [-0.7, -0.4, 0.3], [-3.3, 3.8, -0.1], [2.6, 3.2, -2.5], [0.0, 0.3, -1.5], [-0.7, -1.3, 0.3], [-0.4, -0.9, -1.1], [-0.9, 0.3, -0.8], [0.8, 0.6, 0.3], [0.7, -0.9, 2.6], [-0.3, 0.7, -0.4], [1.0, -0.5, -0.9], [2.1, -4.4, -0.8], [-0.8, 0.1, 0.7]], "lowdin_charge": [-0.03, -0.36, 0.08, 0.01, -0.25, -0.07, 0.09, 0.09, 0.05, 0.06, 0.06, 0.09, 0.03, 0.01, 0.05, 0.11], "homo_lumo_gap_ev": 5.02, "total_charge": 0, "max_force_ev_per_a": 5.04, "homo_ev": -6.57, "e_above_lowest_kcal_mol": 169.63, "lumo_ev": -1.6}


{"formula": "C6H10", "method": "ωB97M-V/def2-TZVPD", "species": ["C", "C", "C", "C", "C", "C", "H", "H", "H", "H", "H", "H", "H", "H", "H", "H"], "positions_angstrom": [[-1.0357, -0.7183, 0.5619], [0.2238, -0.7236, 1.0117], [1.0165, 0.3070, 0.3490], [1.1867, -0.5181, -0.9568], [0.2638, 0.6609, -0.8848], [-1.1837, 0.2396, -0.6287], [-1.7815, -1.4553, 0.8122], [0.7459, -1.4229, 1.6510], [1.8950, 0.8362, 0.7224], [0.7241, -1.4918, -1.1617], [2.2085, -0.4519, -1.2635], [0.4973, 1.5258, -1.4950], [-1.5716, -0.3036, -1.4986], [-1.8403, 1.1074, -0.4615], [-0.4142, 1.4783, 1.5962], [-0.9348, 0.9303, 1.6461]], "forces_ev_per_a": [[0.2, -0.7, -0.4], [-0.9, 0.1, 1.0], [0.8, -1.6, -0.8], [0.8, 0.3, -0.9], [-0.1, 0.1, -0.3], [0.0, -0.1, 0.0], [-0.1, -0.1, 0.0], [-0.5, 0.0, 0.4], [-0.4, -0.4, 0.0], [0.5, 0.4, 0.7], [0.2, 0.4, -1.1], [-0.1, 0.1, 0.3], [-0.1, 0.1, 0.1], [0.1, -0.2, 0.1], [-0.6, 0.6, 0.4], [0.2, 1.2, 0.5]], "lowdin_charge": [-0.17, -0.17, -0.26, -0.08, -0.24, -0.16, 0.10, 0.13, 0.14, 0.12, 0.09, 0.14, 0.11, 0.10, 0.09, 0.07], "homo_lumo_gap_ev": 9.27, "total_charge": 0, "max_force_ev_per_a": 1.96, "homo_ev": -8.07, "smiles": "C1=C[C@H]2C[C@H]2C1.[H][H]", "e_above_lowest_kcal_mol": 81.64, "lumo_ev": 1.2}


{"formula": "C6H10", "method": "ωB97M-V/def2-TZVPD", "species": ["C", "C", "C", "C", "C", "C", "H", "H", "H", "H", "H", "H", "H", "H", "H", "H"], "positions_angstrom": [[2.5310, 0.7860, -0.3666], [1.5575, 0.8624, 0.3376], [0.2440, 0.9051, 0.9811], [-0.7895, 0.0624, 0.1828], [-0.5629, 0.1027, -1.3331], [-0.8161, -1.3976, 0.6481], [3.3685, 0.7070, -1.0212], [-0.0865, 1.9501, 1.0471], [0.3031, 0.5423, 2.0158], [-1.7691, 0.5116, 0.3885], [-1.4221, -0.3422, -1.8446], [0.3261, -0.4787, -1.6024], [-0.4146, 1.1177, -1.7172], [-0.6936, -1.4843, 1.7329], [-1.7649, -1.8739, 0.3779], [-0.0108, -1.9708, 0.1734]], "forces_ev_per_a": [[-0.3, 0.0, 0.3], [0.4, -0.1, -0.4], [0.0, 0.0, 0.0], [-0.1, 0.0, 0.0], [-0.1, 0.0, 0.0], [0.0, -0.1, 0.0], [0.0, 0.0, 0.2], [0.1, -0.2, -0.1], [0.0, 0.0, -0.2], [0.1, -0.1, 0.1], [0.1, 0.1, 0.0], [-0.2, 0.1, 0.1], [-0.1, -0.1, 0.1], [-0.1, 0.0, -0.1], [0.2, 0.0, 0.0], [-0.1, 0.1, 0.1]], "lowdin_charge": [0.11, -0.16, -0.19, -0.42, -0.10, -0.08, 0.03, 0.12, 0.11, 0.13, 0.08, 0.07, 0.08, 0.07, 0.08, 0.08], "homo_lumo_gap_ev": 10.97, "total_charge": 0, "max_force_ev_per_a": 0.55, "homo_ev": -9.88, "smiles": "C#CCC(C)C", "e_above_lowest_kcal_mol": 35.42, "lumo_ev": 1.1}


{"formula": "C6H10", "method": "ωB97M-V/def2-TZVPD", "species": ["C", "C", "C", "C", "C", "C", "H", "H", "H", "H", "H", "H", "H", "H", "H", "H"], "positions_angstrom": [[-1.4241, -1.0010, 0.8799], [-0.6236, 0.2226, 1.3344], [-0.5738, 2.1101, -0.2921], [-0.0256, 1.0324, 0.1979], [1.3238, 0.7008, -0.4384], [1.3464, -0.6027, -1.2369], [-2.2371, -0.7000, 0.2124], [-0.7984, -1.7212, 0.3453], [-1.8635, -1.5131, 1.7432], [-1.2753, 0.8694, 1.9327], [0.1987, -0.0824, 1.9942], [2.0660, 0.6645, 0.3697], [1.6285, 1.5259, -1.0945], [0.5826, -0.5907, -2.0208], [2.3235, -0.7336, -1.7148], [1.1707, -1.4754, -0.6001]], "forces_ev_per_a": [[0.0, -0.1, -0.1], [0.0, 0.0, 0.1], [0.3, -0.6, 0.3], [-0.2, 0.4, -0.2], [0.1, 0.1, -0.1], [0.0, -0.1, 0.0], [0.1, 0.0, 0.1], [-0.1, 0.1, 0.1], [0.1, 0.1, -0.1], [0.1, -0.1, -0.1], [-0.1, 0.0, -0.1], [-0.1, 0.0, -0.1], [-0.1, -0.1, 0.1], [0.1, 0.0, 0.1], [-0.1, 0.0, 0.1], [0.0, 0.1, -0.1]], "lowdin_charge": [-0.10, -0.22, 0.25, -0.44, -0.24, -0.10, 0.08, 0.06, 0.07, 0.11, 0.11, 0.12, 0.10, 0.08, 0.07, 0.06], "homo_lumo_gap_ev": 9.75, "total_charge": 0, "max_force_ev_per_a": 0.71, "homo_ev": -9.68, "e_above_lowest_kcal_mol": 77.25, "lumo_ev": 0.1}


{"formula": "C6H10", "method": "ωB97M-V/def2-TZVPD", "species": ["C", "C", "C", "C", "C", "C", "H", "H", "H", "H", "H", "H", "H", "H", "H", "H"], "positions_angstrom": [[1.9353, 0.0074, 0.1307], [0.5202, 0.0066, -0.4675], [-0.3728, 1.2414, 0.0517], [-1.7256, 0.6502, -0.0592], [-1.7334, -0.6505, -0.0036], [-0.4061, -1.1620, -0.0008], [2.3260, 1.0058, -0.2446], [1.8360, -0.2101, 1.1964], [2.6319, -0.8270, -0.2839], [0.6057, 0.0027, -1.5049], [-0.0772, 1.2649, 1.1118], [-0.0997, 2.1414, -0.4094], [-2.6123, 1.3152, -0.0760], [-2.6792, -1.2311, 0.2269], [0.0946, -1.4242, 0.9129], [-0.2435, -2.1306, -0.5808]], "forces_ev_per_a": [[0.4, -0.6, -1.8], [-1.0, 0.1, 2.0], [1.9, -3.0, 0.2], [-1.6, 3.0, -0.1], [-3.3, -1.1, 1.1], [3.9, -2.4, -1.5], [0.2, -1.1, 1.3], [0.5, 0.8, 0.1], [-1.3, 1.4, 0.4], [-0.1, 0.2, -2.0], [-0.3, 0.5, 0.0], [-0.1, 1.4, -0.7], [0.5, -0.7, 0.1], [1.3, 0.5, -0.7], [-0.6, -0.3, 1.4], [-0.4, 1.2, 0.2]], "lowdin_charge": [-0.09, -0.35, -0.13, -0.13, -0.14, -0.20, 0.09, 0.07, 0.10, 0.10, 0.12, 0.09, 0.11, 0.13, 0.10, 0.14], "homo_lumo_gap_ev": 10.22, "total_charge": 0, "max_force_ev_per_a": 4.76, "homo_ev": -9.02, "smiles": "CC1CC=CC1", "e_above_lowest_kcal_mol": 26.78, "lumo_ev": 1.2}


{"formula": "C6H10", "method": "ωB97M-V/def2-TZVPD", "species": ["C", "C", "C", "C", "C", "C", "H", "H", "H", "H", "H", "H", "H", "H", "H", "H"], "positions_angstrom": [[1.8100, 0.1420, 0.9980], [0.9384, 0.6589, 0.1457], [1.2712, 1.7536, -0.7949], [-0.4337, 0.1195, -0.0305], [-0.8145, -1.1441, 0.2313], [-2.2342, -1.5260, 0.0300], [2.8288, 0.5114, 1.0691], [1.5883, -0.6623, 1.6866], [2.1233, 1.4129, -1.4030], [0.4924, 2.1228, -1.4384], [1.6873, 2.6321, -0.2913], [-1.1548, 0.7559, -0.5310], [-0.0499, -1.8915, 0.3813], [-2.7380, -1.5453, 1.0062], [-2.4330, -2.4678, -0.4947], [-2.8817, -0.8722, -0.5643]], "forces_ev_per_a": [[0.6, 0.0, 0.5], [-1.4, -0.6, -0.3], [2.0, 0.8, -0.2], [0.5, -0.9, 0.3], [0.1, 1.4, -1.5], [-1.4, -0.7, 0.1], [-0.1, 0.1, -0.1], [-0.3, 0.0, -0.1], [-0.4, 0.1, -0.2], [-0.5, -0.2, -0.2], [-0.2, 0.0, 0.2], [-0.1, 0.3, 0.4], [-0.1, -0.2, 0.6], [0.0, -0.4, -0.1], [0.5, -0.3, 0.5], [0.7, 0.7, 0.1]], "lowdin_charge": [0.03, -0.38, -0.08, -0.09, -0.15, -0.13, 0.06, 0.06, 0.09, 0.07, 0.08, 0.10, 0.10, 0.08, 0.07, 0.07], "homo_lumo_gap_ev": 9.55, "total_charge": 0, "max_force_ev_per_a": 2.11, "homo_ev": -8.46, "smiles": "C=C(C)/C=C/C", "e_above_lowest_kcal_mol": 27.06, "lumo_ev": 1.1}